1.
Entry from OMol25: Cl3O12Pb3Ti as an isolated structure (ωB97M-V with the def2-TZVPD basis set).

For the HOMO energy (alpha / beta), the calculation gives -18.823 / -19.108 eV. Its net charge is +4. For the LUMO energy (alpha / beta), the calculation gives -15.3 / -15.0 eV. The spin multiplicity is 4. The molar mass comes out at 967.8 g/mol. For the orbital gap (alpha / beta), the calculation gives 0.128 / 0.152 Ha. The maximum force comes out at 7.30 eV Å⁻¹. The value obtained for the energy relative to the best compared isomer or geometry (same formula, charge and spin) is 0.0 kcal per mole.

Cartesian coordinates (Å):
Pb1 2.37 1.58 -1.64
Pb2 -1.34 -4.34 0.37
Pb3 -0.50 0.04 4.69
Ti1 -4.14 1.56 0.70
Cl1 -0.72 -0.06 0.80
O1 0.04 0.75 -0.12
O2 -0.85 -1.42 0.35
O3 -0.06 -0.13 2.07
O4 -1.97 0.50 1.12
Cl2 -1.00 3.95 -0.77
O5 -1.66 3.14 0.25
O6 -0.11 2.98 -1.54
O7 -1.89 4.39 -1.75
O8 -0.25 4.99 -0.10
Cl3 2.46 -3.56 -0.87
O9 2.37 -4.22 -2.14
O10 3.29 -2.46 -1.03
O11 1.10 -3.19 -0.46
O12 2.87 -4.50 0.07

Mulliken population analysis, charges in e, atoms 1 to 6:
1. Pb 1.79
2. Pb 1.69
3. Pb 0.89
4. Ti 1.76
5. Cl 1.46
6. O -0.46

2.
Entry from OMol25: a 2-piece molecular cluster, C2H4OS2 overall (ωB97M-V with the def2-TZVPD basis set).

For the HOMO energy (alpha / beta), the calculation gives -9.644 / -9.644 eV. Its net charge is 0. For the LUMO energy (alpha / beta), the calculation gives -2.2 / -2.2 eV. The spin multiplicity is 1. The molar mass comes out at 108.2 g/mol. For the orbital gap (alpha / beta), the calculation gives 0.273 / 0.273 Ha. The maximum force comes out at 2.61 eV Å⁻¹. The value obtained for the energy relative to the best compared isomer or geometry (same formula, charge and spin) is 51.6 kcal per mole.

Cartesian coordinates (Å):
C1 0.06 -0.42 1.18
C2 0.37 0.23 0.05
O1 1.27 2.54 0.08
S1 0.69 3.17 -2.67
S2 1.92 2.97 -1.18
H1 0.59 -1.33 1.25
H2 -0.72 -0.05 1.81
H3 -0.03 1.09 -0.34
H4 0.87 -0.26 -0.74

Mulliken population analysis, charges in e, atoms 1 to 6:
1. C -0.52
2. C -0.50
3. O -0.38
4. S -0.12
5. S 0.46
6. H 0.24

3.
Entry from OMol25: FH6N4P as an isolated structure (ωB97M-V with the def2-TZVPD basis set).

For the HOMO energy (alpha / beta), the calculation gives -7.442 / -7.444 eV. Its net charge is 0. For the LUMO energy (alpha / beta), the calculation gives 0.5 / 0.5 eV. The spin multiplicity is 1. The molar mass comes out at 112.0 g/mol. For the orbital gap (alpha / beta), the calculation gives 0.292 / 0.292 Ha. The maximum force comes out at 5.55 eV Å⁻¹. The value obtained for the energy relative to the best compared isomer or geometry (same formula, charge and spin) is 45.8 kcal per mole.

Cartesian coordinates (Å):
N1 -0.20 1.74 1.56
N2 0.44 -2.06 -1.31
N3 -0.68 0.76 0.79
N4 0.05 -0.88 -2.02
F1 1.68 0.92 -0.99
P1 0.05 0.77 -1.47
H1 0.85 1.81 1.58
H2 -0.38 2.80 1.27
H3 1.41 -2.14 -1.17
H4 -0.15 -2.22 -0.49
H5 -1.75 0.80 0.59
H6 -0.48 -1.09 -2.77

Mulliken population analysis, charges in e, atoms 1 to 6:
1. N -0.48
2. N -0.47
3. N -0.39
4. N -0.18
5. F -0.33
6. P 0.37

4.
Entry from OMol25: an isolated ion of composition C3H9N2S and charge +1 (ωB97M-V with the def2-TZVPD basis set).

For the HOMO energy, the calculation gives -14.452 eV. Its net charge is +1. For the LUMO energy, the calculation gives -4.0 eV. The spin multiplicity is 1. The molar mass comes out at 105.2 g/mol. For the orbital gap, the calculation gives 0.386 Ha. The maximum force comes out at 3.11 eV Å⁻¹. The value obtained for the energy relative to the best compared isomer or geometry (same formula, charge and spin) is 69.9 kcal per mole.

Cartesian coordinates (Å):
C1 -1.59 0.24 -0.36
C2 -0.52 -0.75 0.12
C3 -0.93 1.59 -0.48
N1 2.11 -0.70 0.76
N2 0.23 1.65 -0.04
S1 1.14 -0.57 -0.63
H1 -2.11 -0.25 -1.23
H2 -2.37 0.35 0.59
H3 -0.53 -0.56 1.22
H4 -0.82 -1.86 -0.08
H5 -1.37 2.48 -0.81
H6 3.01 -1.00 0.45
H7 0.83 2.45 -0.13
H8 1.41 -2.00 -0.87
H9 1.95 0.21 1.16

Mulliken population analysis, charges in e, atoms 1 to 6:
1. C -0.63
2. C -0.48
3. C -0.09
4. N -0.48
5. N -0.48
6. S 0.24